Arrangement one

# C3H5N3O

One molecule with the formula C3H5N3O (ωB97M-V/def2-TZVPD, OMol25).

```
12
C3H5N3O | OMol25 | ωB97M-V/def2-TZVPD
C 1.986 -0.394 0.247
C -1.092 1.026 -0.160
C -2.199 0.231 0.050
H 3.023 0.118 0.129
H 1.651 -0.201 1.304
H 2.082 -1.532 -0.032
H -0.829 2.026 -0.090
H -3.216 0.421 0.426
N -0.134 0.121 -0.512
N -1.872 -1.036 -0.191
N -0.623 -1.150 -0.491
O 1.223 0.371 -0.680
```

Values from the calculation:
Charge = 0
Orbital gap = 10.85 eV
LUMO level = 0.92 eV
Structure (SMILES) = COn1ccnn1
E_HOMO = -9.925 eV
Multiplicity = 1

***

Arrangement two

# C3H5N3O

One molecule with the formula C3H5N3O (ωB97M-V/def2-TZVPD, OMol25).

```
12
C3H5N3O | OMol25 | ωB97M-V/def2-TZVPD
C 1.089 -0.031 0.006
C 0.614 1.291 0.000
C -0.765 1.184 -0.022
H 2.321 -1.557 0.113
H 2.991 -0.223 0.756
H 1.263 2.163 -0.100
H -1.587 1.893 0.022
H -2.460 -1.318 -0.453
N 2.409 -0.537 -0.061
N -1.034 -0.102 -0.068
N 0.060 -0.910 -0.095
O -2.275 -0.599 0.167
```

Values from the calculation:
Charge = 0
Orbital gap = 9.38 eV
LUMO level = 0.92 eV
Structure (SMILES) = Nc1ccn(O)n1
E_HOMO = -8.455 eV
Multiplicity = 1

***

arrangement two is preferred energetically. Next in line: 0.0458 hartree higher.

***

Arrangement one

# C3H5N3O

One molecule with the formula C3H5N3O (ωB97M-V/def2-TZVPD, OMol25).

```
12
C3H5N3O | OMol25 | ωB97M-V/def2-TZVPD
N -0.211 -1.507 -0.869
C -0.457 -0.254 -0.253
C -1.522 0.587 -0.359
O -1.371 1.673 0.399
N -0.050 1.559 1.090
C 0.424 0.423 0.668
N 1.673 0.094 1.186
H -0.881 -2.221 -0.601
H -0.184 -1.458 -1.881
H -2.412 0.449 -0.978
H 2.513 0.351 0.700
H 1.746 -0.408 2.053
```

Values from the calculation:
Charge = 0
Orbital gap = 10.35 eV
LUMO level = 0.84 eV
Structure (SMILES) = Nc1conc1N
E_HOMO = -9.508 eV
Multiplicity = 1

***

Arrangement two

# C3H5N3O

One molecule with the formula C3H5N3O (ωB97M-V/def2-TZVPD, OMol25).

```
12
C3H5N3O | OMol25 | ωB97M-V/def2-TZVPD
N -1.902 -0.660 0.952
C -0.693 -0.271 0.378
N 0.414 -0.983 0.353
C 1.321 -0.180 -0.296
O 2.577 -0.580 -0.604
C 0.793 1.024 -0.634
N -0.531 0.944 -0.207
H -2.181 -1.602 0.713
H -2.652 -0.010 0.764
H 2.858 -1.237 0.042
H 1.217 1.893 -1.108
H -1.221 1.663 -0.353
```

Values from the calculation:
Charge = 0
Orbital gap = 8.42 eV
LUMO level = 0.74 eV
Structure (SMILES) = Nc1nc(O)c[nH]1
E_HOMO = -7.675 eV
Multiplicity = 1

***

arrangement two is preferred energetically. Next in line: 0.0807 hartree higher.

***

Arrangement one

# C3H8N2OS

One molecule with the formula C3H8N2OS (ωB97M-V/def2-TZVPD, OMol25).

```
15
C3H8N2OS | OMol25 | ωB97M-V/def2-TZVPD
C -0.525 -0.969 1.864
C 0.959 0.487 0.322
C -1.238 0.765 -2.110
H -1.139 0.037 1.757
H -0.887 -1.834 1.223
H -0.529 -1.252 3.007
H 0.254 1.283 0.643
H 1.923 1.023 0.038
H 0.740 0.702 -2.487
H -1.464 1.226 -3.146
H -1.698 0.138 -0.401
N 0.100 0.771 -1.731
N -2.198 0.466 -1.306
O 0.362 -0.153 -0.765
S 1.213 -0.654 1.643
```

Values from the calculation:
Charge = 0
Orbital gap = 9.99 eV
LUMO level = 0.80 eV
Structure (SMILES) = [H]/N=C\NOCSC
E_HOMO = -9.195 eV
Multiplicity = 1

***

Arrangement two

# C3H8N2OS

A 2-piece molecular cluster, C3H8N2OS overall (ωB97M-V/def2-TZVPD, OMol25).

```
15
C3H8N2OS | OMol25 | ωB97M-V/def2-TZVPD
C -0.590 1.683 0.193
C 0.230 0.840 -2.009
C -0.639 -1.899 0.727
N -0.056 1.624 -0.864
N -0.060 -0.646 0.819
O -1.190 2.168 1.108
S 1.341 -0.273 1.634
H 0.120 -0.239 -1.850
H -0.434 1.114 -2.817
H 1.224 1.186 -2.323
H -1.034 -2.330 1.624
H -1.417 -1.851 -0.036
H -0.017 -2.796 0.472
H 1.539 0.808 0.683
H 0.983 0.612 2.639
```

Values from the calculation:
Charge = 0
Orbital gap = 8.44 eV
LUMO level = 0.31 eV
E_HOMO = -8.130 eV
Multiplicity = 1

***

arrangement one is preferred energetically. Next in line: 0.0379 hartree higher.

***

Arrangement one

# C3H8N2OS

One molecule with the formula C3H8N2OS (ωB97M-V/def2-TZVPD, OMol25).

```
15
C3H8N2OS | OMol25 | ωB97M-V/def2-TZVPD
C -0.567 0.382 -0.850
C 0.182 -0.960 -1.035
S -0.867 -2.236 -1.771
N 0.180 1.357 -0.112
C 0.759 1.266 1.135
N 0.451 0.121 1.843
O 1.632 2.028 1.491
H -0.906 0.728 -1.820
H -1.458 0.053 -0.297
H 0.564 -1.338 -0.095
H 1.004 -0.837 -1.739
H -1.576 -2.642 -0.706
H 0.428 2.231 -0.543
H 0.576 0.233 2.838
H -0.402 -0.384 1.661
```

Values from the calculation:
Charge = 0
Orbital gap = 9.92 eV
LUMO level = 0.60 eV
Structure (SMILES) = NC(=O)NCCS
E_HOMO = -9.317 eV
Multiplicity = 1

***

Arrangement two

# C3H8N2OS

One molecule with the formula C3H8N2OS (ωB97M-V/def2-TZVPD, OMol25).

```
15
C3H8N2OS | OMol25 | ωB97M-V/def2-TZVPD
C 1.610 0.108 -1.461
C -0.596 0.764 -1.664
C -0.793 -1.204 1.602
N 1.426 -0.069 0.333
N -1.024 0.665 -0.302
O 0.484 -0.107 -2.104
S -0.026 0.210 0.800
H 2.128 0.985 -1.460
H 2.293 -0.624 -1.723
H -1.516 0.624 -2.317
H -0.495 1.886 -1.737
H -1.970 -1.104 1.539
H -0.514 -2.044 1.132
H -0.537 -1.157 2.759
H -0.035 1.170 1.867
```

Values from the calculation:
Charge = 0
Orbital gap = 9.01 eV
LUMO level = 0.51 eV
Structure (SMILES) = C[SH]1=NCOCN=1
E_HOMO = -8.506 eV
Multiplicity = 1

***

Arrangement three

# C3H8N2OS

One molecule with the formula C3H8N2OS (ωB97M-V/def2-TZVPD, OMol25).

```
15
C3H8N2OS | OMol25 | ωB97M-V/def2-TZVPD
N 1.038 0.503 -1.300
C 0.351 0.062 -0.143
C -0.376 1.003 0.816
S 0.742 2.169 1.725
C -0.664 -1.098 -0.468
N -0.234 -2.375 -0.330
O -1.772 -0.780 -0.868
H 1.822 1.104 -1.184
H -0.307 2.803 2.261
H 0.585 0.386 -2.189
H 1.078 -0.359 0.575
H -0.932 0.566 1.655
H -1.168 1.437 0.158
H 0.481 -2.540 0.390
H -0.645 -2.882 -1.098
```

Values from the calculation:
Charge = 0
Orbital gap = 9.78 eV
LUMO level = 0.78 eV
Structure (SMILES) = NC(=O)[C@@H](N)CS
E_HOMO = -8.993 eV
Multiplicity = 1

***

arrangement one is preferred energetically. Next in line: 0.0485 hartree higher.

***

Arrangement one

# C3H8N2OS

A 4-piece molecular cluster, C3H8N2OS overall (ωB97M-V/def2-TZVPD, OMol25).

```
15
C3H8N2OS | OMol25 | ωB97M-V/def2-TZVPD
C -1.973 -1.985 -0.743
C -1.695 -0.460 -0.953
C -0.467 0.001 -0.365
H -2.408 -2.658 -1.983
H -0.514 -2.587 -0.180
H -3.103 -2.089 0.468
H -1.894 -0.326 -2.015
H -2.420 0.006 -0.383
H 0.547 0.006 -2.125
H 2.571 -0.605 -0.302
H -0.093 0.942 2.556
N 0.821 -0.435 -1.076
N -0.582 0.489 0.862
O 2.157 0.168 -0.872
S 0.825 1.266 1.550
```

Values from the calculation:
Charge = 0
Orbital gap = 8.57 eV
LUMO level = 0.11 eV
E_HOMO = -8.468 eV
Multiplicity = 1

***

Arrangement two

# C3H8N2OS

One molecule with the formula C3H8N2OS (ωB97M-V/def2-TZVPD, OMol25).

```
15
C3H8N2OS | OMol25 | ωB97M-V/def2-TZVPD
C -1.625 -0.279 0.068
C -0.496 -1.066 0.720
C 2.514 0.529 -0.152
H -1.193 1.608 0.400
H -1.736 1.406 -1.359
H -2.217 -0.068 0.906
H -2.061 -0.832 -0.810
H -0.935 -2.025 1.243
H 0.188 -0.522 1.427
H 0.502 0.499 -0.857
H 2.382 1.759 -0.083
N -1.122 1.018 -0.444
N 1.519 -0.183 -0.846
O 3.535 -0.119 0.385
S 0.744 -1.725 -0.598
```

Values from the calculation:
Charge = 0
Orbital gap = 9.03 eV
LUMO level = 0.37 eV
Structure (SMILES) = NCCSNC=O
E_HOMO = -8.657 eV
Multiplicity = 1

***

Arrangement three

# C3H8N2OS

One molecule with the formula C3H8N2OS (ωB97M-V/def2-TZVPD, OMol25).

```
15
C3H8N2OS | OMol25 | ωB97M-V/def2-TZVPD
C 0.401 1.216 -0.059
C -0.742 1.034 0.905
S -2.151 0.067 0.191
N 1.442 0.147 -0.083
C 1.117 -1.054 -0.779
N -0.043 -1.724 -0.688
O 2.011 -1.556 -1.426
H -0.107 1.175 -1.025
H 0.822 2.215 0.028
H -1.072 1.975 1.181
H -0.540 0.612 1.945
H -2.796 -0.132 1.405
H 2.340 0.381 -0.573
H -0.193 -2.591 -1.281
H -0.489 -1.764 0.259
```

Values from the calculation:
Charge = 0
Orbital gap = 9.50 eV
LUMO level = 0.63 eV
Structure (SMILES) = NC(=O)NCCS
E_HOMO = -8.867 eV
Multiplicity = 1

***

Arrangement four

# C3H8N2OS

One molecule with the formula C3H8N2OS (ωB97M-V/def2-TZVPD, OMol25).

```
15
C3H8N2OS | OMol25 | ωB97M-V/def2-TZVPD
C 2.371 -0.867 -0.138
C -0.695 0.905 0.051
C -1.524 -0.155 0.709
H 2.525 -1.850 -0.601
H 3.005 -0.085 -0.604
H 2.507 -0.836 0.925
H 1.235 1.495 -0.175
H -2.101 2.092 -0.599
H -1.958 0.194 1.686
H -0.785 -1.032 0.945
H -2.160 -1.327 -1.208
N 0.641 0.728 0.191
N -1.139 2.012 -0.455
O 1.002 -0.478 -0.456
S -2.924 -0.796 -0.272
```

Values from the calculation:
Charge = 0
Orbital gap = 9.86 eV
LUMO level = 0.80 eV
Structure (SMILES) = [H]/N=C(\CS)NOC
E_HOMO = -9.058 eV
Multiplicity = 1

***

arrangement three is preferred energetically. Next in line: 0.0808 hartree higher.

***

Arrangement one

# C3H8N2OS

One molecule with the formula C3H8N2OS (ωB97M-V/def2-TZVPD, OMol25).

```
15
C3H8N2OS | OMol25 | ωB97M-V/def2-TZVPD
C 1.823 0.022 -0.368
C 2.017 -0.788 0.825
C 0.560 0.731 -0.381
N -2.058 0.569 0.441
N -3.226 0.296 -0.095
O -1.158 -1.439 -0.573
S -0.827 -0.453 0.464
H 2.628 0.712 -0.323
H 2.030 -0.466 -1.240
H 2.743 -1.533 0.761
H 1.955 -0.328 1.842
H 0.673 1.546 0.323
H 0.109 1.076 -1.321
H -3.989 0.418 0.537
H -3.281 -0.363 -0.892
```

Values from the calculation:
Charge = 0
Orbital gap (spin up / spin down) = 8.07 / 7.91 eV
LUMO level (spin up / spin down) = -0.21 / 0.19 eV
E_HOMO (spin up / spin down) = -8.286 / -7.725 eV
Multiplicity = 1

***

Arrangement two

# C3H8N2OS

One molecule with the formula C3H8N2OS (ωB97M-V/def2-TZVPD, OMol25).

```
15
C3H8N2OS | OMol25 | ωB97M-V/def2-TZVPD
C 1.891 -0.590 0.982
C 0.584 1.019 -0.690
C -0.802 0.575 -0.209
H 2.832 -1.072 1.290
H 1.790 0.308 1.580
H 1.076 -1.265 1.217
H 0.877 1.832 -0.046
H 0.494 1.469 -1.730
H -2.428 1.088 0.494
H -0.416 -1.440 -0.676
H -2.825 -1.209 -1.093
N -1.504 1.450 0.357
N -1.092 -0.727 -0.444
O -2.363 -1.201 -0.239
S 1.885 -0.237 -0.793
```

Values from the calculation:
Charge = 0
Orbital gap = 9.62 eV
LUMO level = 0.64 eV
Structure (SMILES) = [H]/N=C(/CSC)NO
E_HOMO = -8.978 eV
Multiplicity = 1

***

arrangement two is preferred energetically. Next in line: 0.1322 hartree higher.

***

Arrangement one

# C3H8N2OS

One molecule with the formula C3H8N2OS (ωB97M-V/def2-TZVPD, OMol25).

```
15
C3H8N2OS | OMol25 | ωB97M-V/def2-TZVPD
C -1.687 0.611 -0.616
C -0.371 0.750 0.125
C 1.820 -1.466 1.601
N -1.744 1.474 -2.990
N -1.197 0.897 -2.099
O 1.060 -1.588 0.476
S 0.890 -0.315 -0.515
H -2.047 -0.482 -0.575
H -2.323 1.466 -0.366
H 0.029 1.800 0.033
H -0.436 0.675 1.358
H 2.677 -0.762 1.303
H 2.221 -2.500 1.924
H 1.243 -1.085 2.448
H -0.135 0.525 -2.106
```

Values from the calculation:
Charge = 0
Orbital gap = 8.49 eV
LUMO level = 0.72 eV
E_HOMO = -7.764 eV
Multiplicity = 1

***

Arrangement two

# C3H8N2OS

One molecule with the formula C3H8N2OS (ωB97M-V/def2-TZVPD, OMol25).

```
15
C3H8N2OS | OMol25 | ωB97M-V/def2-TZVPD
C -0.758 1.328 -0.268
C 0.418 1.325 0.745
C 0.421 -1.212 -0.645
N -1.308 -0.015 -0.542
N 0.101 -2.301 0.110
O 2.594 0.551 -0.425
S 1.569 -0.079 0.428
H -1.486 1.998 0.135
H -0.402 1.701 -1.150
H 0.892 2.290 0.667
H -0.021 1.326 1.803
H 0.573 -1.563 -1.732
H -1.666 -0.411 0.269
H -0.362 -2.068 0.985
H -0.566 -2.869 -0.378
```

Values from the calculation:
Charge = 0
Orbital gap (spin up / spin down) = 9.07 / 9.07 eV
LUMO level (spin up / spin down) = 0.63 / 0.63 eV
E_HOMO (spin up / spin down) = -8.440 / -8.441 eV
Multiplicity = 1

***

arrangement two is preferred energetically. Next in line: 0.0266 hartree higher.

***

Arrangement one

# C3H8N2OS

One molecule with the formula C3H8N2OS (ωB97M-V/def2-TZVPD, OMol25).

```
15
C3H8N2OS | OMol25 | ωB97M-V/def2-TZVPD
C -0.991 -1.480 -0.318
C -0.908 -0.194 0.476
C 1.920 1.714 0.038
N -0.256 -3.592 0.539
N -0.955 -2.647 0.619
O 1.111 1.453 1.163
S 0.671 -0.117 1.424
H -1.932 -1.526 -0.876
H -0.148 -1.597 -1.001
H -0.916 0.680 -0.173
H -1.738 -0.119 1.183
H 2.850 1.142 0.071
H 2.144 2.780 0.076
H 1.395 1.487 -0.896
H -1.661 -2.490 1.398
```

Values from the calculation:
Charge = 0
Orbital gap = 8.85 eV
LUMO level = 0.79 eV
E_HOMO = -8.055 eV
Multiplicity = 1

***

Arrangement two

# C3H8N2OS

A 2-piece molecular cluster, C3H8N2OS overall (ωB97M-V/def2-TZVPD, OMol25).

```
15
C3H8N2OS | OMol25 | ωB97M-V/def2-TZVPD
C 1.396 -0.371 1.784
C 0.658 -0.609 3.069
C 0.301 -1.060 1.684
N -1.398 -0.567 -1.607
N -0.037 0.712 -3.219
O -0.768 1.814 -0.993
S -1.398 0.831 -2.232
H -0.473 1.271 -0.254
H 2.259 0.079 1.359
H 1.043 -1.327 3.786
H 0.107 0.205 3.529
H -0.409 -1.575 1.084
H -2.301 -1.005 -1.581
H 0.389 1.583 -3.496
H 0.629 0.021 -2.912
```

Values from the calculation:
Charge = 0
Orbital gap = 10.33 eV
LUMO level = 0.86 eV
E_HOMO = -9.463 eV
Multiplicity = 1

***

Arrangement three

# C3H8N2OS

One molecule with the formula C3H8N2OS (ωB97M-V/def2-TZVPD, OMol25).

```
15
C3H8N2OS | OMol25 | ωB97M-V/def2-TZVPD
N -0.146 2.115 1.173
C -0.146 0.695 0.738
C -1.369 0.144 -0.082
S -1.195 -1.645 -0.468
C 1.112 0.415 -0.138
N 2.041 -0.493 0.355
O 1.028 0.739 -1.297
H -1.017 2.562 0.923
H -0.635 -2.375 0.550
H 0.665 2.577 0.789
H -0.261 0.100 1.637
H -1.257 0.693 -1.026
H -2.371 0.255 0.358
H 1.649 -1.347 0.726
H 2.754 -0.744 -0.318
```

Values from the calculation:
Charge = 0
Orbital gap = 9.89 eV
LUMO level = 0.58 eV
Structure (SMILES) = NC(=O)[C@@H](N)CS
E_HOMO = -9.310 eV
Multiplicity = 1

***

arrangement three is preferred energetically. Next in line: 0.1064 hartree higher.